# 1
A structure of composition C28H64Br4ClCrO12 at a distorted geometry, computed with ωB97M-V/def2-TZVPD.

The calculation puts the frontier orbital gap (spin up / spin down) at 9.393 / 9.789 eV. The value obtained for the HOMO energy (spin up / spin down) is -11.05 / -11.45 eV. Its total charge is +1. The spin multiplicity is 5.

```
110
Properties=species:S:1:pos:R:3:forces:R:3
Cr 0.1846 0.9404 0.0561 0.7282 0.6492 0.0300
Cl -0.3252 -1.0858 0.9703 -0.2320 -0.5078 -0.1107
C 0.3803 3.6506 -1.8832 -1.0011 -0.1145 -0.4996
O 1.0391 2.6186 -1.1363 0.2393 0.6844 0.9549
C 2.1197 1.9885 -1.8813 -1.6192 -0.8040 0.6325
C 3.0406 1.3649 -0.8904 -0.7048 -1.5011 0.1436
O 2.2038 0.4008 -0.1429 1.1664 0.1716 0.1246
C 2.8316 -0.1329 1.0558 1.2954 0.0039 -0.8351
C 2.8854 0.7962 2.2065 -2.1552 0.6744 1.1464
O 1.5495 1.3943 2.3362 0.4573 0.7192 0.8499
C 1.3854 2.3154 3.5268 0.6314 -1.1203 -2.8644
H -0.5747 3.2256 -2.2246 0.1952 0.2676 -0.0672
H 0.9845 3.8746 -2.7530 0.0291 0.1160 -0.2146
H 0.1772 4.6125 -1.3668 0.4625 -0.9033 0.3691
H 2.7203 2.7087 -2.3672 0.2629 0.9803 -1.0461
H 1.5177 1.3222 -2.5453 1.5259 0.1481 -0.0270
H 3.3895 2.0968 -0.1645 0.2063 0.1629 -0.1613
H 3.8574 0.8570 -1.4529 -0.4941 0.1237 0.6914
H 3.8766 -0.4731 0.8841 -0.5871 0.2006 -0.4769
H 2.2763 -0.9885 1.3339 -0.7608 -0.8264 0.0187
H 3.6385 1.5498 2.1506 0.5283 0.8606 -0.2748
H 3.1079 0.1965 3.0922 0.0052 0.0094 0.0419
H 1.4510 1.7068 4.3830 -0.2126 -0.4865 1.1635
H 0.4424 2.8350 3.3924 -0.0097 -0.1351 0.0903
H 2.2112 2.9953 3.4859 0.4080 0.6480 0.1306
C -8.3294 2.7176 4.0968 -0.2091 -1.3477 -1.8885
O -7.8638 1.6099 3.1804 -1.2619 1.4883 1.9083
C -6.9772 2.1362 2.2611 1.0975 0.0776 -0.6874
C -6.4827 0.9907 1.3645 0.1060 -0.5645 0.7580
O -5.2298 0.4269 1.8617 -1.0425 -0.6111 0.0395
C -5.5154 -0.4756 2.9823 -0.1774 1.3580 -0.9790
C -4.3091 -1.2456 3.4300 0.7389 -0.7162 -0.6532
O -3.3793 -0.3886 4.0935 -1.7069 -0.1997 0.6552
C -2.5265 -1.0885 4.9671 0.6487 0.1701 -0.6110
H -7.5841 2.7768 4.8707 0.2916 0.5681 0.2817
H -9.2791 2.3755 4.5358 0.3647 0.2233 -0.2984
H -8.4698 3.6617 3.4788 0.2120 -1.0782 0.9779
H -6.0837 2.6037 2.7186 -0.1261 -0.1963 0.1798
H -7.4660 2.9516 1.7300 -0.1073 0.0193 -0.6223
H -6.2539 1.3260 0.3380 -0.3711 -0.2442 0.4088
H -7.3080 0.2024 1.4455 1.0744 0.8801 -0.7141
H -6.3597 -1.1284 2.6672 0.6052 0.1304 0.3574
H -5.8470 0.1977 3.7900 -0.0266 -0.6624 0.0872
H -3.7375 -1.8042 2.6491 -0.5279 0.6633 -0.2625
H -4.7039 -2.1066 3.9962 0.2254 0.5533 0.8081
H -1.8260 -1.5674 4.2972 0.9277 -0.4000 0.1396
H -2.9854 -1.8889 5.5437 -0.4783 0.1932 0.2362
H -2.0156 -0.3619 5.6117 -0.1709 -0.3133 -0.1795
C 2.9853 -2.6565 -1.4464 -0.9805 1.1967 -0.9185
O 3.2748 -1.4468 -2.1835 0.8683 -0.7763 -0.3870
C 4.3263 -1.6821 -3.1883 -0.5459 -1.8729 1.5535
C 4.2421 -0.6188 -4.1988 0.3260 0.6305 -0.8377
O 4.9472 0.5276 -3.7539 -0.2801 0.0839 0.3893
C 5.1497 1.4267 -4.8225 0.2943 -0.4434 -0.8128
C 6.6481 1.3716 -5.1720 -1.5883 -0.8341 -1.1320
O 6.8418 0.1478 -5.8750 -1.1958 0.5490 -0.2625
C 8.0775 -0.4225 -5.6940 0.2257 -1.8028 2.4517
H 3.8659 -3.0505 -1.0261 1.3061 -0.5182 0.6981
H 2.6115 -3.3985 -2.1720 -0.3151 0.0899 0.5207
H 2.2839 -2.4003 -0.6237 0.1861 -0.2706 -0.7959
H 4.1663 -2.7230 -3.6577 0.1534 1.4872 0.5911
H 5.3428 -1.6832 -2.6833 -1.0652 -0.0109 -0.5660
H 3.2205 -0.2920 -4.3920 -0.4096 -0.4277 0.0082
H 4.6780 -0.9512 -5.1497 0.0003 -0.1015 0.1860
H 4.8310 2.4378 -4.5474 0.0900 -0.0757 0.0841
H 4.5017 1.0739 -5.7064 1.1810 0.8114 0.9595
H 7.3135 1.4131 -4.3477 0.2384 -0.0670 1.3648
H 6.9013 2.2041 -5.7739 0.3148 0.9987 -1.0652
H 8.0671 -1.4812 -6.0093 -0.1515 0.5630 -0.1792
H 8.2949 -0.4650 -4.5765 0.0893 0.0820 -1.0790
H 8.8612 0.0897 -6.1750 1.1022 0.7528 -0.7444
C -1.7847 1.3795 2.2722 1.0546 2.0287 2.6251
O -1.4117 2.0058 1.0423 0.3753 -0.6918 0.3935
C -2.5522 2.2310 0.2545 -0.2967 -0.5643 -1.0538
C -2.7779 1.0174 -0.6718 -0.6554 0.4237 0.9735
O -1.6127 0.8134 -1.4446 0.0634 0.7139 -0.3334
C -1.7322 -0.3611 -2.2417 1.4957 0.5350 -0.9800
C -0.4578 -0.3978 -3.1109 -1.0999 2.6656 -0.3389
O -0.2577 0.8917 -3.7934 0.8410 -1.6755 2.0938
C -0.8562 1.0538 -5.0177 -1.8993 1.2286 -0.7973
H -0.8563 1.0279 2.7766 -0.6045 0.4496 -0.3882
H -2.3833 0.5104 2.1881 -0.9549 -0.4455 -0.4681
H -2.2620 2.2232 2.9149 0.4923 -1.7062 -0.9210
H -2.2903 3.0879 -0.3222 0.0064 0.7159 -0.8349
H -3.4256 2.5140 0.8535 0.1066 -0.4934 0.0195
H -3.6646 1.2324 -1.3037 0.4027 -0.4164 0.2069
H -2.8607 0.0907 -0.0880 -0.7979 0.2909 0.1383
H -2.6507 -0.3098 -2.8610 0.3866 -0.2644 0.5217
H -1.6205 -1.2065 -1.5780 -0.7660 -0.6147 0.1390
H -0.4811 -1.1790 -3.8092 -0.2046 -1.2305 -1.1087
H 0.4129 -0.5293 -2.5182 0.8147 -0.1532 0.8293
H -1.1057 2.1266 -5.0455 0.0272 -0.0887 -0.2425
H -1.9159 0.5859 -5.0141 1.8844 0.0778 -0.7586
H -0.1340 0.9342 -5.8681 -1.0230 -0.7954 0.4693
Br 4.2502 -2.1702 4.0257 -0.2187 0.0759 0.0093
C 2.5726 -3.1238 4.4023 0.6247 0.3386 -0.2739
C 1.3257 -2.3163 4.2906 -0.5650 0.5469 -2.5939
Br 1.2845 -0.7835 5.4817 -0.3030 -0.5863 0.3893
H 2.6712 -3.4208 5.4151 0.3193 -0.7537 0.7832
H 2.6324 -3.9421 3.6885 -0.4465 -0.0954 0.2400
H 0.4483 -3.0192 4.2726 0.5785 0.9615 0.7604
H 1.2784 -1.7876 3.3035 -0.0217 -0.6981 0.6653
Br -3.9984 -4.5079 -0.4553 -0.1099 -0.0478 0.1340
C -2.1113 -4.7070 -0.1492 0.9211 -1.4396 0.8399
C -1.7621 -5.1014 1.3083 0.3127 1.3030 0.3664
Br 0.1657 -5.3237 1.5433 0.5223 -0.2672 -0.4614
H -1.6384 -3.8066 -0.4714 0.2916 0.7219 0.1742
H -1.7074 -5.5094 -0.7791 -0.4868 0.1519 -0.0432
H -2.1730 -6.0517 1.6491 -0.2859 0.3707 -0.1804
H -1.8277 -4.2832 2.0603 -1.0767 -0.6286 -0.7719
```
Forces are in eV/Å.

Mulliken population analysis, charges in e, atoms 1 to 4:
1. Cr 1.026
2. Cl 0.072
3. C -1.038
4. O 0.067

=====

# 2
The molecule C3H5N3O at a distorted geometry, computed with ωB97M-V/def2-TZVPD.

The calculation puts the frontier orbital gap at 9.838 eV. The value obtained for the HOMO energy is -9.34 eV. Its SMILES is C/N=C(\C#N)NO.

```
12
Properties=species:S:1:pos:R:3:forces:R:3
C -0.9763 1.5178 0.0618 -0.2126 -2.4284 -0.6156
N 0.2861 0.7138 0.0097 -1.1738 3.0679 -0.0976
C 0.2305 -0.5302 0.0377 0.9617 -0.0385 0.8070
C -0.9753 -1.3163 0.0735 -0.2046 -0.8456 -0.2893
N -1.9159 -1.9723 0.0054 0.1105 0.1729 0.1273
N 1.4328 -1.1805 0.1633 -2.8995 -2.8730 0.6537
O 2.5389 -0.4539 0.0201 0.2825 2.0815 -0.7856
H -1.0984 2.1099 -0.8477 0.5535 0.7638 0.6766
H -1.8099 0.8032 -0.0805 0.0280 0.2176 0.3227
H -1.1351 1.9367 1.0611 0.3685 0.5899 -0.5959
H 1.3592 -2.0483 -0.3318 1.0231 -0.6166 -0.3407
H 2.0635 0.4200 -0.1726 1.1628 -0.0916 0.1373
```
Forces are in eV/Å.

Mulliken population analysis, charges in e, atoms 1 to 4:
1. C -0.759
2. N -0.574
3. C 0.748
4. C -0.046

=====

# 3
A cluster of 15 separate species, C30H95N25O15 in total at a distorted geometry, computed with ωB97M-V/def2-TZVPD.

The calculation puts the frontier orbital gap at 9.107 eV. The value obtained for the HOMO energy is -9.33 eV.

```
165
Properties=species:S:1:pos:R:3:forces:R:3
C -5.5433 -2.9474 -6.6941 -0.9438 -0.5792 2.8116
O -4.9432 -3.2513 -5.6778 1.2486 0.4802 -0.0604
N -6.4388 -1.9630 -6.7671 -1.0785 3.1373 1.4434
N -5.7237 -3.6678 -7.7626 0.6802 -2.1769 -2.7538
H -7.0936 -1.8963 -7.5333 0.2347 0.5101 0.5408
H -6.5769 -1.4369 -5.9161 -0.3015 0.0300 -0.3610
H -6.5736 -3.3484 -8.2051 0.8929 -1.3984 -1.2582
H -5.0172 -4.3274 -8.0556 -0.7166 -0.0393 -0.3034
C -6.0242 -7.1916 -1.9318 -0.0663 1.3806 2.9369
O -6.3592 -8.1939 -1.3705 -1.2351 -1.5227 1.4056
N -5.6290 -7.2110 -3.1630 1.2155 0.3200 -3.8139
N -5.9809 -5.9378 -1.3234 -0.2042 -0.7775 -0.6233
H -5.0593 -6.4569 -3.5194 -0.2672 -0.3922 -0.4380
H -5.7010 -8.1084 -3.6208 0.3802 0.3665 -0.0617
H -5.4092 -5.2633 -1.8114 -0.2956 0.3299 0.8314
H -6.2097 -5.9361 -0.3396 0.4684 0.3429 -0.2866
C 0.5743 -6.1772 5.2727 -1.7481 -2.2544 2.9653
O -0.3976 -6.9346 5.3126 -0.3888 1.0522 0.4375
N 1.1118 -5.4821 6.2944 -0.5910 1.2626 1.6090
N 1.3867 -6.2151 4.2866 2.8150 -0.2052 -5.0795
H 2.0987 -5.2707 6.2560 -0.3996 0.0712 0.3438
H 0.5869 -5.4111 7.1543 0.3595 -0.0097 -0.1921
H 2.1012 -5.5237 4.1086 -0.1405 -0.2547 -0.0001
H 1.1719 -6.9165 3.5924 0.1830 0.4018 -0.0947
C 5.7093 -2.5875 5.1976 -0.5161 -1.4491 -3.0853
O 5.1204 -3.4809 4.6415 -1.9903 -1.8205 0.0490
N 6.8434 -2.6858 5.7416 6.4615 -3.6634 4.4815
N 5.5686 -1.3481 4.9545 -3.7417 6.2191 -1.7057
H 7.4616 -1.8947 5.8510 -0.0283 -0.7690 0.0304
H 7.2097 -3.6264 5.7068 0.4733 0.2722 0.5004
H 6.1948 -0.6783 5.3779 -0.7951 0.2188 -0.6431
H 4.9332 -1.1787 4.1879 0.0160 0.9428 0.3522
C 1.7082 0.4778 -6.2794 1.4948 -1.6816 -5.0136
O 1.8678 -0.1327 -7.4065 -1.0328 1.2586 3.5052
N 0.8086 0.2793 -5.3543 -2.5312 -1.4998 1.3142
N 2.5072 1.4631 -5.9493 3.4418 3.1689 0.1156
H 0.9811 0.6629 -4.4360 -0.4191 -0.3924 -0.1711
H 0.1526 -0.4709 -5.5182 0.0675 0.1855 0.4307
H 3.2713 1.7307 -6.5532 -0.3252 -0.5350 -0.2639
H 2.4391 2.1406 -5.2034 -0.6634 -0.5112 0.1457
C 4.5129 5.8171 2.3657 -0.8450 -2.2532 -0.5328
O 3.5134 5.6761 3.0270 -0.6913 -0.6976 2.1299
N 5.4590 4.9113 2.0569 1.0389 -1.9299 0.9607
N 4.6603 6.8301 1.5907 0.3882 4.6825 -2.4187
H 5.5553 4.0867 2.6320 0.1769 0.1815 -0.3654
H 6.1472 5.1710 1.3648 0.0488 -0.6223 0.5344
H 3.9367 7.5342 1.6204 0.3805 -0.0355 -0.3152
H 5.4196 6.8447 0.9249 -0.5185 0.6417 0.1111
C 2.6334 6.3397 -4.5468 -4.4082 0.8800 0.4598
O 3.3398 5.5079 -4.2014 6.1967 -5.1032 2.1405
N 2.5905 7.0367 -5.5979 3.1654 4.0004 -7.9143
N 1.4748 6.5520 -4.0024 -4.6556 0.4507 4.2617
H 1.8916 7.7291 -5.8263 0.4704 -0.3218 0.2122
H 3.3249 6.9174 -6.2810 -0.0915 0.1950 0.0452
H 0.8097 7.1151 -4.5128 -0.2784 -0.4914 1.0469
H 1.2695 6.0611 -3.1439 -0.4368 0.3280 -0.2521
C 2.5435 -6.1096 -5.8278 -1.4737 -0.9049 1.8655
O 2.2273 -6.9946 -5.0357 0.2438 -0.1324 0.0531
N 2.9313 -6.3056 -7.0387 1.7742 -2.7245 -4.5647
N 2.3608 -4.8382 -5.5914 -0.5299 2.7671 2.3355
H 3.3698 -5.6375 -7.6563 -0.2657 -0.1600 0.3409
H 2.8911 -7.2768 -7.3132 0.4168 0.2419 -0.2807
H 2.4840 -4.1086 -6.2789 -0.3169 -0.1106 0.4848
H 1.8863 -4.7512 -4.7041 0.1478 1.0608 -0.1947
C 5.4220 -7.6614 -0.9947 2.1399 2.2958 0.5172
O 6.5986 -7.3493 -0.9150 0.5210 -0.4694 0.0689
N 4.4579 -6.8559 -0.5316 -1.5076 1.8244 1.2271
N 4.8905 -8.6819 -1.5989 -1.2149 -2.7021 -1.2428
H 3.5004 -7.1717 -0.4714 0.2795 0.4279 0.1599
H 4.7152 -5.9515 -0.1631 -0.1169 -0.3807 -0.0261
H 5.4270 -9.4625 -1.9497 -0.3941 0.3288 -0.0032
H 3.8931 -8.5439 -1.6784 0.2914 -1.2872 -0.7499
C 3.2728 5.3910 8.0001 -3.9310 -1.7070 5.7301
O 3.0642 5.3301 9.2100 0.1346 -0.2565 0.8372
N 2.5030 4.8709 7.1337 -4.7960 -3.1095 -4.2181
N 4.2137 5.9944 7.4834 7.9242 4.9581 -2.5752
H 2.6887 4.9644 6.1454 -0.1489 -0.1576 0.1789
H 1.5957 4.5072 7.3879 0.3619 0.0453 0.0940
H 4.1783 6.3442 6.5366 0.2917 -0.0667 0.3196
H 4.8347 6.4066 8.1649 0.1476 0.2700 -0.5104
C 9.7728 -1.3413 0.5633 -0.0517 -1.7143 3.5530
C 9.1525 -1.0647 -0.6995 0.8138 1.7987 -1.8610
C 7.7620 -0.4403 -0.7532 -0.7733 -1.3816 -0.7333
O 7.4619 -0.1584 -2.0990 -0.6677 -0.4915 -2.2103
C 6.9617 -1.2589 -2.9133 0.2999 -0.1856 0.8662
N 10.0848 -0.1305 -1.3458 0.1421 0.6130 -1.1471
H 9.8779 -0.5614 1.3175 0.0758 0.6799 -0.6121
H 10.7445 -1.8193 0.4389 0.0471 0.0829 -0.0428
H 9.1592 -2.0549 1.1132 -0.0227 -0.5155 0.0839
H 9.2424 -1.9583 -1.3172 -1.0793 -0.5119 0.1897
H 7.5204 0.4919 -0.2425 0.8960 -0.0332 0.3998
H 7.0160 -1.1715 -0.4420 -0.0418 -0.2513 0.6083
H 6.0050 -1.6466 -2.5633 -0.4710 0.5931 0.1130
H 7.5468 -2.1781 -2.8838 0.8112 0.1666 0.2352
H 6.9019 -1.0045 -3.9715 -0.0380 0.6045 0.3062
H 10.9487 -0.6252 -1.5159 0.5031 -0.1172 0.5538
H 9.7795 -0.0498 -2.3052 -0.4732 0.6518 -0.2859
C -5.7956 5.9316 -2.7297 0.2641 0.4497 -0.5319
C -4.8705 4.9926 -1.9659 -1.4311 0.2474 -0.3507
C -4.4635 3.7960 -2.8357 1.0979 0.9430 -2.0572
O -5.4451 3.1956 -3.6559 -1.1382 -0.5328 0.3528
C -6.4759 2.5128 -2.9243 0.4575 1.7461 -0.2025
N -3.7160 5.7634 -1.4844 -0.0439 -0.9320 0.5148
H -6.6685 5.4183 -3.1329 0.0185 0.1204 0.0828
H -5.2837 6.4416 -3.5458 0.2199 -0.3796 -0.3616
H -6.0909 6.7823 -2.1156 -0.3432 -0.2618 0.4184
H -5.5208 4.6333 -1.1684 0.2643 -0.1585 0.6192
H -3.7806 3.0665 -2.4004 -0.2782 -0.1865 0.6995
H -3.8962 4.2183 -3.6651 0.7547 0.4290 0.3508
H -7.4171 2.5598 -3.4719 0.2972 -0.7268 -0.5919
H -6.7161 3.2197 -2.1301 0.0056 -0.8491 0.9612
H -6.0988 1.5246 -2.6608 -0.5644 -0.0145 0.3780
H -3.4653 5.3144 -0.6152 0.7524 -0.3024 0.1395
H -4.0300 6.6508 -1.1183 -0.3170 0.3946 -0.3950
C 1.4169 0.9402 -0.5281 -0.9619 -0.4218 0.8451
C 1.1871 -0.0295 0.6908 0.0775 0.2037 -0.8713
C 1.3637 -1.5325 0.3071 2.3738 1.4600 -0.8524
O 0.6590 -1.9153 -0.8498 -1.0793 -0.5435 1.2097
C -0.6075 -2.5138 -0.5983 0.0749 0.5294 -1.3978
N 2.0562 0.4230 1.8022 -0.1983 -0.2132 -0.2082
H 1.4911 1.9603 -0.1512 -0.2511 0.1025 0.1350
H 0.4957 0.8842 -1.1080 0.3508 0.0746 -0.5550
H 2.3190 0.8204 -1.1280 -0.0819 -0.6630 0.0190
H 0.1360 0.0375 0.9716 -0.1938 0.4316 0.1093
H 1.3429 -2.1659 1.1939 -0.5999 -0.3123 -0.1162
H 2.3586 -1.6115 -0.1311 0.6758 0.0693 0.7980
H -0.9510 -2.6172 -1.6276 -0.7163 -0.2172 0.2090
H -1.2676 -1.8439 -0.0474 -0.1048 -0.0360 0.1223
H -0.5902 -3.5069 -0.1492 0.3901 0.0319 0.2750
H 2.4441 1.3016 1.4895 0.5100 -0.0461 -0.0353
H 1.4922 0.7442 2.5760 -0.2348 -0.4197 0.3246
C -3.4200 5.2173 5.1286 -0.5034 -1.1994 0.9054
C -2.1313 4.4165 5.0861 1.6610 -0.5106 1.5940
C -2.2728 2.9038 5.6246 0.8582 0.3815 -1.0619
O -0.9855 2.1503 5.6346 -0.8831 3.2141 -0.0933
C -1.0585 0.9348 6.2831 -0.7888 -0.9081 -0.6240
N -1.6796 4.4356 3.7227 0.3643 -0.9720 -1.0482
H -3.4705 6.1967 4.6529 0.6334 -0.3689 -0.3537
H -3.8330 5.3657 6.1264 0.0202 -0.2819 0.1755
H -4.0203 4.4742 4.6037 -1.0393 0.6388 -0.2175
H -1.2818 4.7959 5.6540 -0.3355 0.5154 0.6027
H -2.8578 2.3659 4.8786 -0.5722 -0.0789 0.0043
H -2.7960 2.8846 6.5807 0.2734 -0.1248 0.2247
H -1.8359 0.3564 5.7837 -0.3377 -0.4895 0.1279
H -1.3345 1.0082 7.3350 0.3623 0.0132 0.2177
H -0.1338 0.3965 6.0755 0.1272 0.1604 0.5085
H -1.7595 3.4639 3.4589 0.0677 -0.1222 -0.9311
H -0.6838 4.6013 3.6889 0.1292 0.1433 -0.0598
C -11.3559 -0.5879 1.8654 -0.1509 0.0355 -0.3223
C -10.1185 -0.1263 1.1106 -0.5395 0.8890 3.5408
C -8.7854 -0.4219 1.8502 -1.1853 1.1767 0.1872
O -7.8660 0.3039 1.0916 1.6969 0.4030 0.6185
C -6.6295 0.3838 1.8233 -0.3066 -0.0557 -1.3267
N -10.1375 -0.6176 -0.1757 0.3256 -0.8571 -2.0065
H -12.2061 0.0157 1.5479 0.0082 0.1621 0.1592
H -11.2212 -0.4983 2.9434 -0.2000 -0.2521 -0.0028
H -11.6287 -1.5875 1.5271 0.1636 -0.3289 0.5032
H -10.1976 0.9600 1.0692 0.3708 0.2168 0.1089
H -8.4555 -1.4437 2.0383 -0.2875 -0.5998 -0.6445
H -8.8265 -0.0054 2.8566 -0.1996 0.3311 0.3096
H -6.7743 0.8090 2.8164 -0.0705 -0.2014 0.1365
H -5.9440 1.0262 1.2705 -0.0985 0.0149 -0.0655
H -6.2176 -0.6254 1.8257 0.2908 -0.0221 0.5356
H -9.9472 -1.5938 0.0002 0.0078 -0.6435 -0.9637
H -9.2992 -0.2242 -0.5789 0.1885 -0.2592 -0.7842
```
Forces are in eV/Å.

Mulliken population analysis, charges in e, atoms 1 to 4:
1. C 0.658
2. O -0.636
3. N -0.409
4. N -0.348